# 1
ORCA calculation (the ωB97M-V functional and the def2-TZVPD basis) on a structure of composition C2H2FTb in a non-equilibrium geometry.

Output
Strongest force on any atom (Eh/bohr): 0.0867
HOMO-LUMO gap (spin up / spin down) (Ha): 0.316 / 0.264
Net charge: +1
HOMO (spin up / spin down) (eV): -13.24 / -13.26
Spin multiplicity: 8
Total energy (a.u.): -1001.2828
E_LUMO (spin up / spin down) (eV): -4.64 / -6.06

Geometry as XYZ:
```
6
Properties=species:S:1:pos:R:3:mulliken_spin:R:1
F -3.232 1.678 -0.123 -0.004
H -1.794 0.313 -0.250 0.013
C -1.011 1.171 0.147 0.109
C -1.847 2.183 0.283 0.022
H -1.766 3.224 -0.036 0.009
Tb 1.434 1.290 -0.178 6.850
```

=====

# 2
ORCA calculation (the ωB97M-V functional and the def2-TZVPD basis) on a cluster of 2 separate species, C2H2I2NO in total in a non-equilibrium geometry.

Output
Strongest force on any atom (Eh/bohr): 0.2091
HOMO-LUMO gap (spin up / spin down) (Ha): 0.207 / 0.169
Net charge: -1
Relative energy (zero: lowest compared OMol25 entry of this formula, charge and spin) (eV): 3.284
HOMO (spin up / spin down) (eV): -3.01 / -3.99
Spin multiplicity: 3
Total energy (a.u.): -802.6057
E_LUMO (spin up / spin down) (eV): 2.62 / 0.61

Geometry as XYZ:
```
8
Properties=species:S:1:pos:R:3:mulliken_spin:R:1
C -0.612 0.317 -0.443 0.838
C -0.465 -0.750 0.452 -0.083
N -1.153 0.530 0.703 0.409
O -1.783 1.146 1.497 0.544
I 3.242 -0.804 0.869 0.030
I -1.643 -2.559 0.074 0.201
H -0.115 0.723 -1.425 0.008
H 0.607 -1.092 0.799 0.053
```